# 1
45
Properties=species:S:1:pos:R:3 method="wB97M-V/def2-TZVPD" charge=+3 lumo_ev="-13.2 / -14.8" de_lowest_kcal_mol=50.3 homo_lumo_gap_ha="0.1675 / 0.1066" spin_multiplicity=3 total_energy_ev=-61966.728
I 0.0677 -1.5879 -5.0292
I 0.0331 1.1789 -5.3778
W 0.0050 0.1154 0.6400
P -2.4354 0.2615 0.9218
C -3.3496 0.0943 -0.6383
C -3.0289 -1.0516 2.0235
H -4.1176 -0.9990 2.1613
H -4.1040 1.7956 1.8416
H -2.5456 -0.9964 3.0093
H -2.5255 1.9804 2.6554
H -3.1138 -0.8456 -1.1541
H -2.7838 -2.0270 1.5856
C -3.0168 1.8073 1.6883
H -4.4324 0.1194 -0.4519
H -2.7705 2.6564 1.0395
H -3.1004 0.9073 -1.3332
P 2.4359 0.2958 0.9525
C 3.2732 0.0766 -0.6397
C 3.0474 1.8233 1.7102
H 2.5518 -0.9905 3.0149
H 4.1211 -0.9940 2.1601
H 2.7834 -2.0208 1.5912
C 3.0329 -1.0462 2.0291
H 2.5529 2.0035 2.6760
H 4.1350 1.8054 1.8712
H 4.3652 0.1011 -0.5034
H 2.9913 0.8787 -1.3352
H 2.8087 2.6728 1.0579
H 3.0113 -0.8742 -1.1276
Cl -0.0286 0.7065 2.9540
C -0.0511 1.7186 -1.4375
C -0.2311 0.4698 -2.2778
O 0.3649 -0.5746 -1.5779
C -0.2195 -1.8917 -1.4389
C 0.5210 -2.4398 -0.2360
H -0.6092 1.7170 -0.4326
H -0.5207 2.4927 -2.0840
H 0.9942 2.0270 -1.2628
H -1.2679 0.2735 -2.5592
H 0.3467 0.5054 -3.2287
H -1.3100 -1.8454 -1.2925
H -0.0215 -2.3979 -2.3946
H 0.2828 -1.9805 0.7847
H 0.2380 -3.5131 -0.1730
H 1.6205 -2.4082 -0.3822

---

# 2
16
Properties=species:S:1:pos:R:3 method="wB97M-V/def2-TZVPD" charge=0 lumo_ev=0.5 de_lowest_kcal_mol=77.2 homo_lumo_gap_ha=0.3317 spin_multiplicity=1 total_energy_ev=-19127.076
C 1.0313 -1.5743 -0.2021
C -0.0362 0.2726 0.9528
C -0.5870 0.9485 -0.3042
C -1.9532 0.6671 -0.6268
C -3.1057 0.3791 -0.8477
H 0.8054 -1.2054 -1.2025
H 0.1894 -2.2702 0.0662
H 1.9601 -2.1367 -0.2558
H 1.5468 -0.8096 1.6144
H 0.1920 1.0499 1.6850
H -0.8337 -0.3444 1.3716
H 2.0512 1.2837 -0.0077
H -4.1278 0.1639 -1.0536
N 1.1983 -0.4634 0.7138
N 0.0332 1.7798 -1.0700
S 1.6359 2.2594 -0.8333

---

# 3
69
Properties=species:S:1:pos:R:3 method="wB97M-V/def2-TZVPD" charge=+1 lumo_ev=-4.4 homo_lumo_gap_ha=0.2192 spin_multiplicity=1 total_energy_ev=-41228.498
C 6.8410 1.6399 4.0930
C 5.6957 0.6244 4.2748
N 4.9715 0.3771 3.0263
C 3.7244 -0.3136 3.1270
C 3.5442 -1.5839 2.5850
C 2.3677 -2.3074 2.7888
C 1.2525 -1.7076 3.4579
C -0.0219 -2.3902 3.7441
C -1.2667 -1.6867 3.3778
C -1.4064 -0.5021 2.5814
C -2.6595 0.0787 2.3600
C -3.8172 -0.4379 2.9103
N -5.0709 0.2272 2.8810
C -5.5444 0.7052 4.1810
C -7.0052 1.1715 4.1380
O -7.2227 2.0228 3.0117
C -6.9164 1.3613 1.7910
C -5.4094 1.0738 1.7466
C -3.7084 -1.6909 3.5557
C -2.4943 -2.3227 3.6907
C 1.3996 -0.3669 3.8573
C 2.6161 0.2988 3.7528
C 5.8297 0.1150 1.8878
C 6.8926 1.2291 1.7728
O 7.6524 1.2725 2.9690
H 6.3879 2.6404 3.9545
H 7.5123 1.5830 4.9624
H 6.1371 -0.3432 4.5997
H 4.9862 0.9788 5.0413
H 4.3761 -2.0759 2.0915
H 2.2747 -3.3133 2.3588
H -0.0516 -3.4639 3.3091
H -0.5348 -0.0522 2.0857
H -2.7138 1.0207 1.8443
H -5.4292 -0.1078 4.9078
H -4.9064 1.5587 4.4861
H -7.6395 0.2699 4.0865
H -7.2096 1.7862 5.0257
H -7.4439 0.4008 1.7183
H -7.2303 2.0581 0.9994
H -4.8627 2.0454 1.8013
H -5.1761 0.5812 0.7889
H -4.6000 -2.1455 3.9580
H -2.4624 -3.3533 4.0781
H 0.5257 0.1659 4.2529
H 2.7199 1.2953 4.1355
H 6.3650 -0.8479 2.0360
H 5.2593 0.0685 0.9456
H 7.6128 1.0080 0.9704
H 6.3601 2.1714 1.5905
C 2.5552 -2.9644 6.1466
C 1.4147 -3.7927 5.5188
C 0.0084 -3.1324 5.3258
N -0.9842 -4.1910 5.7554
C -0.9549 -5.4517 5.2041
C -2.1184 -6.2212 5.1754
C -3.2511 -5.8001 5.8670
C -3.1322 -4.6647 6.6516
C -1.9823 -3.9089 6.6660
O 1.7300 -4.9768 5.1868
H 2.4525 -1.8534 6.1200
H 2.6761 -3.3142 7.2008
H 3.5028 -3.2654 5.6135
H -0.0448 -2.3607 6.1346
H -0.0528 -5.7245 4.7113
H -2.0778 -7.0751 4.5364
H -4.1695 -6.3885 5.7889
H -4.0009 -4.3224 7.2011
H -1.9110 -2.9918 7.2331

---

# 4
18
Properties=species:S:1:pos:R:3 method="wB97M-V/def2-TZVPD" charge=+1 lumo_ev="-6.2 / -6.2" de_lowest_kcal_mol=0.0 homo_lumo_gap_ha="0.2565 / 0.2565" spin_multiplicity=1 total_energy_ev=-29181.887
C 0.6585 -1.1851 -0.3120
C 3.7164 -0.4720 -1.1282
C -1.4134 0.6550 0.6418
C 4.0938 0.2227 0.2093
N 1.8008 -1.7469 -0.6486
N 2.7453 -1.2599 -1.1988
N 0.5334 0.0800 -0.6431
N -0.3515 0.8930 -0.2213
F 5.2341 -0.2727 0.6650
F 4.1069 1.5574 0.1506
F 3.0439 -0.0432 1.0776
S -0.3938 -2.3691 0.6163
H 4.3961 -0.2929 -2.0555
H -1.1838 0.3893 1.6357
H -1.9265 1.5595 0.8278
H -2.0175 -0.1397 0.0536
H -0.0546 1.7912 -0.4749
H 0.8264 -2.8169 1.2547

---

# 5
280
Properties=species:S:1:pos:R:3 method="wB97M-V/def2-TZVPD" charge=+1 lumo_ev="-1.6 / -1.6" homo_lumo_gap_ha="0.2752 / 0.3282" spin_multiplicity=5 total_energy_ev=-193689.770
Cr 1.9692 -1.3960 -3.0305
C 0.8495 -1.4300 -0.2293
O 0.2760 -0.1105 -0.4014
O 1.8674 -1.5988 -1.0690
C 1.2499 -1.5243 1.2944
F 0.2122 -1.8708 2.1055
F 2.2936 -2.3054 1.5305
F 1.6124 -0.2321 1.7411
C -1.0238 0.0837 0.3596
C -1.7872 1.0718 -0.5119
H -2.5121 1.6248 0.0460
H -1.1170 1.7500 -1.0238
H -2.4170 0.5090 -1.2348
H -0.8794 0.4646 1.3559
H -1.4803 -0.8793 0.4132
H 0.0896 -2.2366 -0.3990
C -5.3533 1.6021 -1.1174
C -6.4300 1.5565 -2.1261
O -7.2324 2.5143 -2.2847
N -6.5825 0.3880 -2.8475
C -7.7964 0.1411 -3.5975
H -4.7983 2.5398 -1.1408
H -4.6587 0.7267 -1.1356
H -5.8375 1.4841 -0.1298
H -6.1796 -0.4718 -2.5088
H -8.1345 1.0719 -4.0801
H -8.6694 -0.0854 -2.9518
H -7.5473 -0.6760 -4.2245
C 5.3855 4.8037 1.3824
C 3.9013 5.0555 1.1316
O 3.0248 4.8713 1.9852
N 3.6576 5.4356 -0.1234
C 2.2570 5.7189 -0.5553
H 6.0472 4.9828 0.5139
H 5.5095 3.7558 1.7351
H 5.8222 5.5257 2.0684
H 4.3731 5.3355 -0.8288
H 1.9795 6.7073 -0.2148
H 1.6253 4.9490 -0.0991
H 2.2391 5.5823 -1.5830
C -4.8008 1.9699 -6.6853
C -4.0923 2.7458 -5.5878
O -2.8821 2.8477 -5.3713
N -4.9226 3.3155 -4.7114
C -4.3973 4.0927 -3.5932
H -4.8129 0.9380 -6.5137
H -4.3226 2.2327 -7.6482
H -5.8313 2.2786 -6.8531
H -5.9330 3.1788 -4.6457
H -3.6479 3.4462 -3.1313
H -5.2159 4.1627 -2.9339
H -3.9939 5.0457 -3.9479
C 6.5932 -1.6471 -3.2894
C 5.5493 -1.7782 -2.1813
O 4.5077 -2.4697 -2.3718
N 5.8814 -1.1682 -1.0142
C 4.9931 -1.2492 0.0785
H 6.0611 -1.2134 -4.1376
H 6.9665 -2.6636 -3.5952
H 7.4293 -0.9486 -3.0349
H 6.7420 -0.7248 -0.9101
H 5.1002 -1.9986 0.9094
H 4.0492 -1.4120 -0.3813
H 4.9882 -0.2488 0.5325
C 4.5718 -3.3637 5.0065
C 5.5011 -3.6543 3.9056
O 6.6151 -3.1329 3.8495
N 5.1116 -4.5234 3.0284
C 6.0158 -4.9552 1.9388
H 5.1170 -3.5493 5.9167
H 3.7021 -4.0048 4.9825
H 4.3368 -2.3381 4.9644
H 4.1940 -4.9339 3.1535
H 6.0781 -4.1399 1.1767
H 5.5924 -5.8171 1.4203
H 6.9752 -5.1190 2.3754
C -2.2820 -0.0883 4.0595
C -3.0784 0.6989 3.0719
O -3.7388 0.0843 2.2673
N -3.0655 2.0612 3.1568
C -3.9739 2.9291 2.3525
H -1.4582 0.4754 4.4809
H -1.9076 -0.9338 3.5850
H -2.9668 -0.3390 4.9085
H -2.5087 2.5132 3.8679
H -4.7355 2.3892 1.8318
H -3.4276 3.4244 1.6075
H -4.5303 3.7289 2.8729
C -7.6536 3.0066 1.2902
C -7.0386 4.3623 1.0680
O -6.8283 5.1003 2.0552
N -6.7301 4.7590 -0.2237
C -6.2156 6.0775 -0.4423
H -7.1593 2.5381 2.1878
H -7.5536 2.3311 0.4531
H -8.6919 3.2298 1.5377
H -6.7642 3.9941 -0.9139
H -5.8823 6.4316 0.5656
H -6.9412 6.7572 -0.8561
H -5.4107 6.0016 -1.1443
C 0.9520 -2.8011 6.1250
C -0.5040 -2.3433 6.2167
O -1.3554 -2.7806 5.4318
N -0.7675 -1.6349 7.3551
C -2.0233 -0.8800 7.5960
H 1.2390 -3.4199 7.0402
H 1.6868 -2.0287 6.0353
H 1.0191 -3.4627 5.3001
H -0.0425 -1.3752 7.9790
H -2.4664 -0.6855 6.6451
H -1.7931 0.0951 8.0208
H -2.7042 -1.4233 8.2845
C 5.1960 -0.1317 3.5137
C 6.4491 0.4200 2.8654
O 6.4363 1.3866 2.0420
N 7.5604 -0.2617 3.1401
C 8.7885 0.3221 2.6023
H 5.3580 0.1272 4.5903
H 5.1711 -1.1657 3.3776
H 4.3286 0.3577 3.1699
H 7.4658 -0.9074 3.8862
H 8.6924 1.3890 2.5103
H 9.0403 -0.1063 1.6133
H 9.6504 -0.0247 3.2245
C -6.1998 -1.9645 2.6599
C -5.1774 -3.0926 2.5779
O -5.4323 -4.2653 2.8104
N -3.9728 -2.6278 2.2930
C -2.7768 -3.4005 2.3502
H -7.1951 -2.3193 2.3414
H -5.9658 -1.1961 1.8892
H -6.1791 -1.4714 3.6526
H -3.8996 -1.6139 2.1971
H -2.9426 -4.4448 2.1776
H -2.2592 -3.1787 3.2732
H -2.1063 -3.0794 1.5802
C 0.9906 -7.2133 -0.3644
C 0.9631 -5.8566 -1.0448
O 0.1406 -5.7122 -1.9592
N 1.9360 -4.9592 -0.7764
C 3.1730 -5.2257 -0.0751
H 1.5928 -7.7976 -1.0399
H -0.0232 -7.5888 -0.4394
H 1.4524 -7.2664 0.6576
H 1.8715 -4.1163 -1.3511
H 2.9701 -5.7068 0.8797
H 3.6824 -4.2909 0.0927
H 3.8860 -5.7974 -0.6180
C 6.8042 8.0411 -2.1144
C 6.1075 6.6745 -2.5806
O 6.1065 5.6060 -1.9538
N 5.3416 6.8120 -3.6987
C 4.4672 5.7462 -4.2585
H 6.4566 8.8551 -2.7414
H 7.8618 7.8561 -2.3166
H 6.5471 8.1293 -1.0809
H 5.3923 7.7032 -4.2026
H 4.1460 6.2183 -5.1365
H 3.6359 5.4143 -3.6297
H 5.1295 4.8145 -4.5481
C 4.1665 2.3497 -2.8107
C 3.1281 1.3263 -2.4406
O 2.7394 0.4909 -3.2239
N 2.7907 1.3047 -1.1779
C 3.2552 2.0842 -0.0300
H 4.0298 3.2575 -2.2651
H 4.0011 2.7114 -3.8047
H 5.1953 1.9429 -2.7518
H 2.0878 0.5500 -0.9766
H 2.6376 2.9013 0.2400
H 4.2783 2.4736 -0.1357
H 3.3063 1.3504 0.7613
C -1.7984 6.4053 1.4028
C -1.2859 6.0058 0.0547
O -0.9373 4.8629 -0.1368
N -1.2704 6.8955 -0.9513
C -0.8659 6.5841 -2.3339
H -0.8888 6.3976 2.0913
H -2.4000 5.5874 1.8637
H -2.3119 7.3674 1.3675
H -1.7043 7.8108 -0.7548
H -0.0396 5.9497 -2.2886
H -0.5509 7.5124 -2.8563
H -1.6314 6.1657 -2.9633
C -0.4188 -4.2104 -4.7990
C 0.8838 -4.1763 -4.0105
O 1.0992 -3.2511 -3.1932
N 1.7196 -5.1530 -4.3205
C 3.0861 -5.2634 -3.8203
H -0.3197 -3.5339 -5.7000
H -1.2616 -3.9071 -4.2031
H -0.6450 -5.2852 -5.1654
H 1.4307 -5.6603 -5.1362
H 3.3067 -6.1268 -3.1647
H 3.2910 -4.3430 -3.2596
H 3.7103 -5.4224 -4.7302
C -3.9877 -3.7488 -0.8989
C -5.2698 -3.1068 -1.3064
O -5.2887 -2.0065 -1.8680
N -6.4067 -3.6844 -0.9078
C -7.6817 -3.1313 -1.2943
H -4.1283 -4.7450 -0.4466
H -3.3521 -3.1087 -0.2607
H -3.3253 -3.8288 -1.7862
H -6.3142 -4.3109 -0.1284
H -7.8467 -2.3362 -0.6205
H -8.4348 -3.8950 -1.1626
H -7.5921 -2.8306 -2.2933
C 0.7785 4.9795 5.1163
C 0.1096 3.9859 4.2168
O -0.9293 3.4366 4.5560
N 0.6483 3.8200 3.0297
C 0.2304 2.6623 2.2378
H 1.6986 4.6371 5.5706
H 0.1032 5.1890 5.9169
H 1.0610 5.9022 4.5147
H 1.5910 4.0618 2.8674
H -0.8320 2.7414 1.9817
H 0.4513 1.7940 2.8497
H 0.8165 2.5911 1.3091
C -1.6697 -1.7877 -2.6738
C -1.2233 -0.7347 -3.5521
O -0.0741 -0.6433 -3.9546
N -2.1285 0.0878 -4.0193
C -3.5340 -0.1671 -3.9929
H -0.8856 -2.3907 -2.2339
H -2.3149 -2.5440 -3.2383
H -2.4086 -1.3498 -2.0194
H -1.7747 0.7050 -4.7141
H -4.2515 0.6240 -3.6139
H -3.7077 -0.9396 -3.2850
H -3.8863 -0.5131 -4.9770
C -2.0810 -5.1918 7.5150
C -2.6025 -5.3561 6.1219
O -2.0766 -6.0522 5.2750
N -3.7635 -4.8405 5.7838
C -4.6609 -4.1292 6.6697
H -2.6376 -5.7323 8.2599
H -1.9611 -4.1392 7.8246
H -1.1020 -5.6270 7.5838
H -4.0073 -4.9922 4.8240
H -4.7614 -4.5696 7.6904
H -5.6249 -4.1324 6.1597
H -4.3259 -3.1683 6.8466
C -0.3608 2.8493 -3.1444
C 0.4084 3.9690 -3.8536
O 1.5542 4.3306 -3.4990
N -0.1536 4.5298 -4.8888
C 0.5191 5.4658 -5.7506
H 0.0628 1.8914 -3.4759
H -1.3829 2.7346 -3.4739
H -0.2315 2.9419 -2.1169
H -1.0313 4.1425 -5.2005
H 0.0722 5.4583 -6.7498
H 1.5314 5.1093 -5.8846
H 0.5380 6.5168 -5.4757
C 0.4041 -5.0686 2.9665
C 1.3376 -5.8288 3.8360
O 2.5708 -5.8918 3.6098
N 0.8017 -6.4032 4.8910
C 1.5984 -7.1852 5.8192
H -0.5253 -4.7516 3.4663
H 0.0902 -5.7014 2.1225
H 0.8472 -4.1462 2.4937
H -0.2215 -6.3930 5.0574
H 2.1340 -6.4386 6.3374
H 2.3663 -7.8303 5.2814
H 0.9231 -7.7570 6.3865
C 2.5704 0.0042 -6.5958
C 2.9177 -1.3496 -5.9830
O 2.8999 -1.7695 -4.7924
N 3.3321 -2.1133 -7.0052
C 3.9759 -3.3876 -6.6966
H 3.3572 0.5076 -7.1409
H 2.1339 0.6770 -5.8209
H 1.7519 -0.2162 -7.3020
H 3.3365 -1.6682 -7.9090
H 4.4918 -3.6892 -7.6209
H 3.2030 -4.1409 -6.4118
H 4.7445 -3.3548 -5.9471

---

# 6
16
Properties=species:S:1:pos:R:3 method="wB97M-V/def2-TZVPD" charge=+1 lumo_ev="-3.0 / -11.5" de_lowest_kcal_mol=15.9 homo_lumo_gap_ha="0.4855 / 0.1397" spin_multiplicity=2 total_energy_ev=-4330.541
C -0.4665 0.2502 1.5778
C -1.8255 -0.3334 1.5830
H 0.1256 0.0089 0.6864
H -0.4343 1.3754 1.5102
H 0.0432 0.1216 2.5681
H -1.7691 -1.4293 1.8212
H -2.1081 -0.3498 0.5048
H -2.5262 0.1247 2.2746
C 1.5461 -0.6083 -1.5788
C 0.6849 0.6460 -1.4647
H 1.5395 -1.3340 -0.7725
H 1.1435 -1.1582 -2.4691
H 2.5468 -0.4215 -1.9728
H 1.0024 1.3547 -2.2351
H 0.9064 1.1978 -0.5333
H -0.4086 0.5552 -1.4996

---

# 7
17
Properties=species:S:1:pos:R:3 method="wB97M-V/def2-TZVPD" charge=+1 lumo_ev="-3.5 / -9.2" de_lowest_kcal_mol=60.8 homo_lumo_gap_ha="0.3930 / 0.1769" spin_multiplicity=2 total_energy_ev=-7853.706
C -1.4758 -0.0375 0.7984
C -0.4265 1.0006 0.3033
C 0.9818 0.2648 0.2559
C 0.9303 -1.1745 -0.1320
O 2.1433 -1.7159 -0.5138
N -0.8201 1.1475 -1.1008
H -2.4874 0.3123 0.9486
H -1.2550 -0.7346 1.6046
H -1.6139 -0.7484 -0.0578
H -0.4221 1.9463 0.8510
H 1.6142 0.6830 -0.5708
H 1.4395 0.3671 1.2459
H 0.4772 -1.8173 0.6547
H 0.2353 -1.4370 -0.9469
H 2.9220 -1.1572 -0.4352
H -1.8333 1.2723 -1.1656
H -0.4093 1.8287 -1.7395

---

# 8
15
Properties=species:S:1:pos:R:3 method="wB97M-V/def2-TZVPD" charge=0 lumo_ev=1.0 de_lowest_kcal_mol=72.1 homo_lumo_gap_ha=0.3996 spin_multiplicity=1 total_energy_ev=-17850.202
C -0.8764 -1.0738 -0.1355
C 0.5170 -0.6852 -0.4803
C 1.3743 0.1444 0.4776
C 1.6682 1.0528 -0.6926
C 0.4795 0.4223 -1.5168
H -1.6495 -0.8898 -0.9293
H -0.9609 -1.9857 0.5510
H 0.9860 -1.5815 -0.9185
H 2.1953 -0.3158 1.0035
H 0.7147 0.8193 1.1961
H 2.7252 1.0360 -1.2243
H 1.3185 2.3402 -0.5896
H 0.5531 0.2347 -2.5859
H -0.4101 1.2832 -1.7266
Cl -1.4381 -0.0061 1.1359